Entry 1:
Here is a molecular structure, C2H2LuO3 from OMol25. Energies are from ωB97M-V/def2-TZVPD.

Results
Maximum force ... 0.0676 hartree/bohr
Total charge ... +2
Lowest unoccupied orbital energy (spin up / spin down) ... -10.373 / -11.455 eV
Multiplicity ... 2
E_HOMO (spin up / spin down) ... -17.9 / -20.0 eV
Expectation value of S² ... 0.75

Structure (XYZ):
```
8
Properties=species:S:1:pos:R:3:forces:R:3:mulliken_charge:R:1
H -0.011 -1.733 0.256 -0.19 0.25 -0.38 0.337
O 1.452 -0.556 -0.849 -2.69 -0.65 0.35 -0.080
O 1.354 0.838 -0.486 -1.72 0.82 -0.23 -0.201
C 0.181 -0.757 -0.198 0.50 1.33 -0.40 -0.157
C 0.151 0.692 0.146 1.14 -1.17 1.81 0.890
Lu -0.117 1.828 2.366 0.06 -0.09 -0.99 1.206
O -1.136 -0.026 -0.898 3.41 -0.28 -0.59 -0.382
H -1.874 -0.286 -0.337 -0.51 -0.21 0.43 0.389
```
Positions in Å, forces in eV/Å.

Entry 2:
Here is a molecular structure, C2H2MgO2P from OMol25. Energies are from ωB97M-V/def2-TZVPD.

Results
Maximum force ... 0.0711 hartree/bohr
Total charge ... +1
Lowest unoccupied orbital energy (spin up / spin down) ... -6.447 / -6.451 eV
Multiplicity ... 1
E_HOMO (spin up / spin down) ... -13.7 / -13.7 eV

Structure (XYZ):
```
8
Properties=species:S:1:pos:R:3:forces:R:3:mulliken_charge:R:1
H 1.988 -3.656 -0.132 -0.23 0.44 -0.16 -0.086
P 1.105 1.345 -0.029 -3.44 -0.45 0.54 0.292
O -0.174 2.472 0.249 0.27 0.40 0.58 -0.248
C -0.986 1.417 -0.019 0.61 0.07 -0.75 0.018
H -1.817 1.534 -0.719 0.26 -0.03 0.08 0.327
C -0.433 0.231 0.505 3.25 1.44 -0.84 0.513
O -0.584 -0.983 0.419 0.09 -1.84 -0.18 -0.540
Mg 0.902 -2.360 -0.274 -0.81 -0.04 0.74 0.724
```
Positions in Å, forces in eV/Å.

Entry 3:
Here is 2 unconnected molecules or ions with the total composition C2H2N2 from OMol25. Energies are from ωB97M-V/def2-TZVPD.

Results
Maximum force ... 0.1266 hartree/bohr
Total charge ... 0
Relative energy (zero: lowest compared OMol25 entry of this formula, charge and spin) ... 157.0 kcal per mole
Lowest unoccupied orbital energy ... -0.644 eV
Multiplicity ... 1
E_HOMO ... -10.5 eV

Structure (XYZ):
```
6
Properties=species:S:1:pos:R:3:forces:R:3:mulliken_charge:R:1
C 0.178 0.819 0.016 -2.46 -2.13 -0.52 -0.049
C -0.364 -0.558 0.117 -6.07 -0.83 -2.21 0.104
N 0.813 -0.304 -0.583 2.12 -0.62 -3.50 -0.379
N 0.766 -0.174 0.814 2.53 -0.96 4.78 -0.370
H 0.217 1.848 -0.112 -0.05 1.29 -0.05 0.372
H -1.611 -1.631 -0.251 3.94 3.24 1.50 0.320
```
Positions in Å, forces in eV/Å.

Entry 4:
Here is 2 unconnected molecules or ions with the total composition C2H2N2O from OMol25. Energies are from ωB97M-V/def2-TZVPD.

Results
Maximum force ... 0.1160 hartree/bohr
Total charge ... 0
Relative energy (zero: lowest compared OMol25 entry of this formula, charge and spin) ... 95.6 kcal per mole
Lowest unoccupied orbital energy ... 0.787 eV
Multiplicity ... 1
E_HOMO ... -10.5 eV
SMILES ... C#[N+][O-].C#N

Structure (XYZ):
```
7
Properties=species:S:1:pos:R:3:forces:R:3:mulliken_charge:R:1
C -0.762 -1.579 -0.050 0.83 0.72 -1.81 0.098
C 0.034 0.952 0.239 2.14 0.63 -1.04 -0.310
N -1.423 -2.003 0.769 -0.73 -0.67 1.14 -0.355
N 1.067 1.218 -0.243 -5.29 -0.81 2.63 0.493
O 1.961 1.526 -0.877 4.39 0.98 -2.62 -0.593
H -0.229 -1.071 -0.848 -0.28 -0.72 0.50 0.260
H -0.647 0.957 1.009 -1.06 -0.13 1.20 0.406
```
Positions in Å, forces in eV/Å.